# 1
DFT (wB97M-V/def2-TZVPD) results for the molecule C2H6ClNO at a distorted geometry.

```
11
Properties=species:S:1:pos:R:3
C -0.49 0.11 1.02
C 0.34 0.02 -0.26
N -0.36 0.43 -1.38
O 1.61 0.52 -0.11
Cl 0.59 -2.01 -0.55
H 0.13 -0.22 1.79
H -0.79 1.22 1.18
H -1.46 -0.57 1.02
H 0.10 0.16 -2.28
H -1.38 0.08 -1.27
H 1.71 0.27 0.84
```

- SMILES: C[C@@](N)(O)Cl
- Lowest unoccupied orbital energy: 0.668 eV
- Energy relative to the best compared isomer or geometry (same formula, charge and spin): 12.9 kcal/mol
- Net charge: 0
- 2S+1: 1

# 2
DFT (wB97M-V/def2-TZVPD) results for the molecule C2H6ClO2PS at a distorted geometry.

```
13
Properties=species:S:1:pos:R:3
C -0.50 -1.99 -0.61
P 0.57 -0.54 -0.83
O -0.46 0.48 -0.03
C -0.10 1.82 0.39
O 1.07 2.29 -0.28
S 2.14 -0.70 0.75
Cl 3.80 -0.32 -0.34
H -1.05 -2.25 -1.58
H -0.03 -2.96 -0.30
H -1.25 -1.59 0.09
H -0.04 1.78 1.49
H -0.97 2.37 0.05
H 1.86 2.48 0.18
```

- SMILES: CP(OCO)SCl
- Lowest unoccupied orbital energy: 0.157 eV
- Energy relative to the best compared isomer or geometry (same formula, charge and spin): 41.2 kcal/mol
- Net charge: 0
- 2S+1: 1

# 3
DFT (wB97M-V/def2-TZVPD) results for a cluster of 2 separate species, C2H6ClO2PS2 in total at a distorted geometry.

```
14
Properties=species:S:1:pos:R:3
C 0.81 -1.41 -2.30
C -0.30 0.80 2.13
O 1.15 -0.79 -1.08
O 0.44 0.22 1.02
P -0.13 -0.08 -0.42
S -1.66 -1.28 -0.46
S -0.66 2.61 -1.63
Cl -0.28 3.89 -0.12
H 0.27 -2.42 -2.15
H 1.76 -1.66 -2.89
H 0.39 -0.79 -3.05
H -0.81 1.58 1.67
H 0.49 1.23 2.71
H -1.04 0.16 2.74
```

- Lowest unoccupied orbital energy (spin up / spin down): -2.171 / -2.196 eV
- Energy relative to the best compared isomer or geometry (same formula, charge and spin): 0.0 kcal/mol
- Net charge: 0
- 2S+1: 1

- Among the records above, which one has the highest energy relative to the best compared isomer or geometry (same formula, charge and spin)?
  C2H6ClO2PS